Record 1
Formula: H3N3O3
Source: the OMol25 dataset
Level of theory: ωB97M-V with the def2-TZVPD basis set

The geometry in XYZ format:
```
9
Properties=species:S:1:pos:R:3:nbo_charge:R:1
O 1.82998 1.71185 0.95911 -0.398
O -1.38782 0.16887 0.04615 -0.531
O 0.46275 3.24053 0.16202 -0.379
H 1.27691 -0.70880 -0.96218 0.395
N 0.86206 2.10509 0.30757 0.439
N -0.23618 0.37442 -0.64415 0.120
H 0.29343 -1.29744 0.31013 0.388
H -1.97127 0.84174 -0.43373 0.501
N 0.56094 -0.57063 -0.32282 -0.536
```

The calculation puts the total energy at -10654.7777 eV. The highest occupied orbital energy (alpha / beta) is -8.756 / -7.770 eV. As for the spin multiplicity: 1. The net charge is 0. The lowest unoccupied orbital energy (alpha / beta) is 0.4 / -0.6 eV. For the gap between HOMO and LUMO (alpha / beta), the calculation gives 9.11 / 7.16 eV.

---

Record 2
Formula: C2H3N2O2
Source: the OMol25 dataset
Level of theory: ωB97M-V with the def2-TZVPD basis set

The geometry in XYZ format:
```
9
Properties=species:S:1:pos:R:3:nbo_charge:R:1
H 0.30685 -0.93206 0.67863 0.159
C -0.40441 -0.47355 -0.02336 -0.145
N -1.56749 1.64037 0.03402 -0.508
H -0.06802 -0.68389 -1.05750 0.139
N -2.69530 -0.10500 -0.44740 0.288
C -0.49499 1.05392 0.14552 -0.045
O -3.74823 -0.15445 0.16210 -0.470
O -1.65366 -0.99218 0.23189 -0.504
H 0.48372 1.52900 0.37354 0.088
```

The calculation puts the total energy at -9194.0650 eV. The highest occupied orbital energy (alpha / beta) is -2.153 / -2.155 eV. As for the spin multiplicity: 1. The net charge is -1. The lowest unoccupied orbital energy (alpha / beta) is 4.5 / 4.5 eV. For the gap between HOMO and LUMO (alpha / beta), the calculation gives 6.69 / 6.69 eV.

---

Record 3
Formula: C40H56BrCsN14O3
Source: the OMol25 dataset
Level of theory: ωB97M-V with the def2-TZVPD basis set

The geometry in XYZ format:
```
115
Properties=species:S:1:pos:R:3:lowdin_charge:R:1
C 0.27027 -2.87496 -2.83210 -0.161
H 3.74827 -4.23560 -2.01009 0.113
H 0.17092 0.94934 -4.22720 0.117
C -1.11410 3.31145 -2.28590 -0.178
C 2.29583 -1.66148 -3.13493 -0.165
H -0.43992 -3.20505 -2.07470 0.092
H -0.43586 -5.01436 2.63692 0.077
Cs -0.50963 -0.36947 0.40193 0.923
H 2.15241 -4.56662 5.56252 0.102
C -1.80681 -3.63270 0.88711 -0.493
H -2.17185 3.65878 -4.65195 0.126
C -1.17754 3.12076 2.37051 -0.309
C 2.83991 -2.83551 -3.98401 -0.162
C -4.55563 -3.69739 -0.32683 -0.068
C 1.65334 -3.73396 5.08876 -0.125
H -6.17150 0.82373 -1.00634 0.107
H -4.20243 -2.52418 3.54777 0.162
C 5.39216 1.99385 0.22423 -0.050
C -3.15327 -0.53797 -2.82646 -0.169
N -0.25481 2.87097 -4.91738 -0.088
H -6.75753 -0.16003 -4.47148 0.099
C -1.19946 -5.74733 2.89442 -0.080
H 0.68616 5.67697 -3.76786 0.125
H -3.85383 -2.91233 -0.60827 0.066
H -2.15234 2.97768 -2.37117 0.124
C 5.45401 0.93793 2.36275 -0.020
C 2.65728 -4.24069 -2.07814 -0.152
H -2.62303 5.66358 2.83462 0.094
H 7.06774 2.10564 1.56464 0.107
Br -0.65048 -4.69399 6.45227 0.750
C -2.65381 -1.97725 2.29414 -0.645
C -5.32550 0.43273 -1.55225 -0.016
H 2.77992 -2.54342 -0.68892 0.114
H 1.81234 1.81874 -2.74288 0.117
C 1.14384 2.64747 -2.49502 -0.186
H 3.55500 1.61909 -0.84830 0.094
C 2.02293 -3.09588 -1.25265 -0.159
H 1.31157 4.14551 -5.45111 0.125
H -1.41534 -2.30429 4.89234 0.103
O -4.56451 -4.89765 3.01151 0.091
C -4.34877 -0.50715 -3.51541 -0.015
N -6.70205 0.00769 -3.48263 0.118
H -3.93311 0.68352 0.05367 0.106
H 5.84109 2.59376 -0.55434 0.104
H 4.04357 -0.56826 4.02281 0.133
H -0.83832 5.01476 4.62463 0.093
H 1.27465 -3.48221 -0.56132 0.095
N 2.36122 -0.90169 2.84368 0.120
C -2.94902 4.61850 2.89506 -0.042
C -2.86910 -4.65036 1.32287 -0.306
H -1.52982 1.45768 -4.05245 0.113
N -0.59416 2.54170 1.56656 0.102
N -1.77128 -2.40502 1.40919 -0.092
H -4.41431 -0.86395 -4.53320 0.108
C 3.49960 -0.40721 3.07943 -0.086
H -0.92298 3.63951 -1.26079 0.115
N 1.34647 -2.16152 -2.14963 -0.174
C 4.17047 0.44456 2.10533 -0.264
C -5.48553 -0.00719 -2.87091 -0.330
C -0.48905 1.78248 -3.97008 -0.179
H -3.33281 4.30970 1.92544 0.095
H -0.22626 -2.17498 -3.51039 0.102
H 5.95929 0.69742 3.28633 0.108
C 6.07077 1.72214 1.40241 -0.066
C -1.13036 3.98136 -4.55836 -0.181
H -1.61793 -6.32739 0.86316 0.118
O -0.99027 -3.96782 0.03413 0.020
C 0.30460 -3.51513 5.31396 -0.685
H -4.50835 -5.71271 0.43183 0.122
H -0.16845 -0.74141 3.47107 0.080
C 0.49874 4.84607 -3.08077 -0.181
H 1.78123 -0.92802 -3.76301 0.097
H -5.19035 -3.92415 -1.18326 0.076
H -0.70527 -6.68278 3.14556 0.078
C 0.85196 -4.08085 -3.60791 -0.150
H -5.18702 -3.33088 0.48183 0.079
H 1.79399 2.48642 -5.01855 0.126
H -0.94825 4.81244 -5.24725 0.125
N -0.23622 2.18597 -2.59164 -0.082
N -3.58859 -2.88631 2.82819 0.213
C 1.70921 -1.76379 3.69341 -0.276
N -2.99883 -0.10787 -1.58252 -0.008
C 4.11954 1.45227 0.06153 -0.129
C -1.26971 4.00784 4.57766 -0.041
C 2.35109 -2.86078 4.27831 -0.019
H -0.48934 3.27622 4.77334 0.097
H 3.39433 -3.03740 4.05910 0.111
H -2.92658 -6.68481 2.00973 0.121
H -7.46380 0.49460 -3.04589 0.098
C -2.16196 -5.95514 1.73275 -0.171
N 3.52567 0.70769 0.96846 0.129
O -2.69862 -0.82186 2.70101 -0.041
H 0.60499 -4.03624 -4.67263 0.113
C -4.07755 0.35673 -0.96728 -0.161
C 1.12697 3.31481 -4.76409 -0.180
H 1.33433 2.97405 -1.47004 0.124
C -0.35882 -2.44912 4.72713 -0.118
C -3.74837 -4.18618 2.46379 -0.445
H 0.47681 -5.02452 -3.20787 0.118
N -1.86087 3.75390 3.28540 -0.214
H -1.74144 -5.39621 3.76805 0.042
H -2.04014 3.92266 5.34618 0.092
H -3.18954 -5.32390 -0.69547 0.121
H 2.54866 -2.74017 -5.03306 0.113
C 0.34146 -1.57818 3.92183 -0.023
H 3.10112 -1.15049 -2.59972 0.111
H -3.74690 4.54494 3.63624 0.092
H 3.93026 -2.89247 -3.93778 0.112
N 2.30458 -4.09417 -3.48528 -0.170
H 0.68707 5.17605 -2.05540 0.126
N -0.89861 4.43953 -3.19244 -0.090
H 2.29860 -5.21650 -1.74537 0.116
C -3.79848 -4.94015 0.12582 -0.164
N 1.41638 3.75829 -3.40438 -0.089
H -2.26291 -0.93188 -3.29844 0.094
```

The calculation puts the total energy at -139984.5652 eV. The highest occupied orbital energy is -7.295 eV. As for the spin multiplicity: 1. The net charge is 0. The lowest unoccupied orbital energy is -0.2 eV. For the gap between HOMO and LUMO, the calculation gives 7.10 eV.

---

Record 4
Formula: C21H37ClN4O3
Source: the OMol25 dataset
Level of theory: ωB97M-V with the def2-TZVPD basis set

The geometry in XYZ format:
```
66
Properties=species:S:1:pos:R:3:nbo_charge:R:1
H -0.82773 -0.93168 1.53362 0.234
H -1.51281 -2.35849 0.72611 0.251
H -2.67631 3.24720 0.29010 0.168
C -1.85532 1.69935 -2.28314 -0.051
C 1.32344 -2.79148 0.64537 -0.133
C -2.09255 2.36646 0.00661 -0.239
C 0.28949 -2.43253 -1.85524 -0.421
H 0.81150 -2.50265 2.75947 0.229
H -2.50587 1.98230 -3.11138 0.179
H -1.05741 2.66863 -0.15280 0.185
C -1.24212 0.30761 -2.58353 -0.429
H -1.57554 -0.54377 -0.60596 0.198
H 1.28733 -4.14583 -1.02910 0.236
H 0.85484 -1.50702 -1.90820 0.221
H 3.12907 -2.01040 2.42726 0.232
H -4.55806 5.27573 -2.29749 0.244
C -1.75143 -0.79338 -1.64956 -0.387
C 4.64846 1.76479 2.98548 -0.615
O -2.41312 4.55063 -3.78037 -0.621
C -3.56815 4.74463 -4.10154 0.674
C 4.26247 -0.41254 1.60132 -0.396
H -2.10365 1.67732 0.85976 0.163
N 3.08294 -4.62385 1.34904 -0.317
H 4.97623 -1.16502 1.27508 0.224
Cl 3.32113 -1.73165 -0.81795 0.010
C 2.13990 -1.47232 0.52964 -0.096
H 5.55838 2.27965 3.29054 0.215
H -5.06497 4.28528 -5.47891 0.393
H 0.58697 -2.99283 -2.74389 0.219
H -4.05511 6.65030 -3.29257 0.241
H 4.15523 0.36393 0.84466 0.209
H -1.44836 -2.28456 -3.11271 0.203
H -3.52686 3.53551 -5.73814 0.402
C 4.88517 0.24683 2.86166 -0.407
N -4.11398 4.14569 -5.19594 -0.825
C 2.04071 -0.20082 2.76647 -0.628
O -2.65382 1.71897 -1.11336 -0.555
H 4.60254 -0.27741 3.77417 0.201
N -1.39731 -2.16233 4.04668 -0.860
H 2.11981 0.84712 2.48725 0.227
H -1.06349 2.44907 -2.25300 0.184
C -1.23060 -2.17687 -2.04638 -0.397
H 5.96378 0.10674 2.76667 0.211
C 2.90444 -1.10856 1.85646 -0.230
H 4.35866 2.18668 2.02131 0.205
C 1.33244 -0.29087 0.18077 0.287
N 0.79114 0.64588 -0.20498 -0.304
H 0.99546 -0.50374 2.78451 0.206
C -4.48590 5.65111 -3.31663 -0.711
H -0.15251 0.33856 -2.61727 0.201
H 0.04532 -3.84003 1.97466 0.233
H -0.26666 -3.84743 -0.34924 0.218
H -0.93328 -1.28120 4.22965 0.383
C -1.96009 -2.22270 2.76289 0.697
H -2.83927 -0.81121 -1.76891 0.212
C 2.32026 -3.82249 1.04090 0.304
C 0.65164 -3.34524 -0.65642 -0.402
H -1.57160 0.01662 -3.58699 0.190
H 2.38832 -0.28878 3.79613 0.226
H -5.48653 5.70761 -3.74403 0.204
H -1.81303 -2.95346 -1.54435 0.196
O -3.12701 -2.46329 2.57737 -0.568
C 0.31650 -2.78966 1.83837 -0.389
H -2.09390 -2.37308 4.74971 0.394
C -0.97778 -2.01289 1.60508 -0.531
H 3.85856 2.01190 3.69519 0.205
```

The calculation puts the total energy at -47001.9425 eV. The highest occupied orbital energy is -9.120 eV. As for the spin multiplicity: 1. Its SMILES is CCC[C@@H](C)[C@](Cl)(C#N)[C@](C#N)(CCCCCCOC)CCC(N)=O.CC(N)=O. The net charge is 0. The lowest unoccupied orbital energy is 0.5 eV. For the gap between HOMO and LUMO, the calculation gives 9.66 eV.